Density functional theory data (ωB97M-V/def2-TZVPD) for a cluster of 10 separate species, C35H105N20O15P5 in total at a distorted geometry.

Results
**E_HOMO**: -7.77 eV
**SMILES**: CN(C)P(=O)(N(C)C)N(C)C.CN(C)P(=O)(N(C)C)N(C)C.CN(C)P(=O)(N(C)C)N(C)C.CN(C)P(=O)(N(C)C)N(C)C.CN(C)P(=O)(N(C)C)N(C)C.C[N+](=O)[O-].C[N+](=O)[O-].C[N+](=O)[O-].C[N+](=O)[O-].C[N+](=O)[O-]
**Net charge**: 0
**Kohn-Sham gap**: 7.99 eV
**Energy**: -144942.203 eV

Geometry as XYZ:
```
180
C35H105N20O15P5 ωB97M-V/def2-TZVPD
C 3.212 7.459 -3.177
N 3.865 7.467 -4.423
C 3.010 7.803 -5.587
P 5.518 7.458 -4.462
O 6.120 8.724 -4.925
N 6.019 6.723 -2.875
C 7.388 7.117 -2.388
C 5.639 5.319 -2.545
N 5.869 6.308 -5.754
C 4.987 5.137 -6.016
C 7.159 6.353 -6.378
H 2.977 6.453 -2.830
H 2.180 7.808 -3.200
H 3.737 8.049 -2.426
H 2.062 7.276 -5.482
H 3.408 7.426 -6.529
H 2.826 8.873 -5.489
H 7.733 6.306 -1.748
H 7.975 7.357 -3.275
H 7.438 7.846 -1.580
H 5.762 5.192 -1.469
H 4.608 5.065 -2.791
H 6.266 4.566 -3.022
H 5.346 4.261 -5.476
H 3.938 5.369 -5.831
H 5.027 4.796 -7.050
H 7.066 6.144 -7.444
H 7.823 5.631 -5.902
H 7.703 7.280 -6.199
C 0.596 -8.361 4.535
N 1.846 -8.148 3.804
C 2.243 -9.272 2.990
P 2.935 -6.881 4.108
O 3.543 -6.302 2.851
N 1.988 -5.770 4.999
C 2.201 -5.413 6.408
C 1.085 -4.921 4.218
N 4.082 -7.471 5.242
C 5.320 -6.747 5.336
C 3.835 -8.221 6.555
H 0.141 -7.380 4.671
H 0.765 -8.564 5.593
H 0.077 -9.194 4.060
H 1.423 -9.919 2.677
H 2.812 -9.928 3.649
H 2.834 -9.040 2.104
H 2.724 -6.033 7.136
H 2.762 -4.481 6.485
H 1.290 -4.996 6.836
H 0.199 -4.624 4.780
H 1.616 -3.970 4.187
H 0.769 -5.280 3.238
H 5.738 -6.654 4.334
H 5.265 -5.829 5.921
H 6.106 -7.330 5.817
H 4.348 -9.161 6.355
H 2.779 -8.378 6.776
H 4.286 -7.789 7.448
C -4.421 1.562 -2.729
N -3.360 1.908 -1.749
C -3.851 2.319 -0.462
P -1.720 1.706 -1.887
O -0.953 2.667 -1.098
N -1.455 0.101 -1.409
C -1.405 -0.202 0.020
C -1.907 -1.055 -2.209
N -1.377 1.797 -3.554
C -1.473 3.035 -4.354
C -0.149 1.103 -4.043
H -5.251 1.088 -2.205
H -3.895 0.846 -3.359
H -4.750 2.347 -3.411
H -4.390 3.250 -0.638
H -3.097 2.428 0.318
H -4.524 1.512 -0.174
H -0.881 -1.094 0.365
H -0.893 0.618 0.523
H -2.415 -0.265 0.424
H -2.326 -1.871 -1.619
H -2.428 -0.664 -3.083
H -1.032 -1.546 -2.634
H -1.261 2.865 -5.410
H -2.506 3.384 -4.347
H -0.827 3.824 -3.972
H -0.009 0.100 -3.638
H 0.750 1.684 -3.836
H -0.121 0.906 -5.115
C -0.893 5.621 8.315
N 0.011 4.590 7.960
C 1.379 5.131 7.455
P -0.556 2.969 7.747
O -1.979 2.755 7.715
N 0.207 2.513 6.287
C 0.329 1.117 5.978
C 0.129 3.312 5.077
N 0.352 2.102 8.973
C -0.408 1.556 10.072
C 1.825 1.963 9.066
H -0.472 6.621 8.421
H -1.194 5.365 9.331
H -1.697 5.610 7.579
H 2.264 4.602 7.808
H 1.518 6.191 7.669
H 1.450 5.229 6.372
H -0.621 0.794 5.554
H 1.041 1.014 5.158
H 0.674 0.522 6.823
H 1.100 3.500 4.618
H -0.552 2.857 4.358
H -0.231 4.286 5.407
H 0.087 0.680 10.493
H -0.368 2.251 10.911
H -1.425 1.385 9.718
H 2.179 1.378 8.217
H 2.268 1.541 9.968
H 2.162 2.997 9.141
C 3.625 -8.385 -6.476
N 3.812 -6.977 -6.332
C 4.463 -6.377 -7.543
P 2.728 -6.152 -5.304
O 2.944 -4.694 -5.247
N 1.162 -6.343 -5.961
C 0.978 -5.989 -7.375
C 0.184 -7.328 -5.400
N 2.721 -7.017 -3.778
C 3.968 -7.584 -3.237
C 1.764 -6.590 -2.733
H 4.397 -8.775 -5.813
H 3.677 -8.639 -7.535
H 2.697 -8.570 -5.935
H 5.323 -7.004 -7.780
H 4.796 -5.346 -7.427
H 3.815 -6.564 -8.399
H -0.027 -5.937 -7.795
H 1.428 -5.005 -7.510
H 1.512 -6.691 -8.015
H -0.688 -7.395 -6.050
H 0.666 -8.305 -5.368
H -0.194 -7.026 -4.424
H 3.927 -8.660 -3.403
H 4.752 -7.129 -3.841
H 4.058 -7.373 -2.171
H 2.307 -6.128 -1.908
H 1.329 -7.537 -2.414
H 0.939 -5.946 -3.038
C -12.308 -0.889 -1.751
N -10.967 -1.381 -1.227
O -10.940 -2.493 -0.722
O -9.992 -0.659 -1.401
H -12.405 0.192 -1.648
H -13.109 -1.396 -1.214
H -12.289 -1.170 -2.804
C -6.669 -6.181 -4.136
N -5.661 -5.053 -4.229
O -4.839 -4.987 -5.099
O -5.770 -4.190 -3.344
H -6.215 -7.091 -3.745
H -7.220 -6.379 -5.055
H -7.264 -5.685 -3.370
C -5.478 4.689 5.166
N -5.551 5.909 4.297
O -4.793 6.875 4.606
O -6.348 5.854 3.399
H -5.311 5.068 6.174
H -4.557 4.150 4.943
H -6.379 4.098 5.001
C -2.645 7.892 0.667
N -3.752 8.313 -0.211
O -4.884 8.014 0.055
O -3.379 9.037 -1.123
H -2.474 8.701 1.378
H -1.797 7.792 -0.011
H -3.003 6.957 1.096
C -9.167 6.897 -1.250
N -8.413 5.813 -2.006
O -8.609 4.653 -1.759
O -7.808 6.218 -2.992
H -10.215 6.947 -1.546
H -8.782 7.888 -1.491
H -8.989 6.745 -0.186
```

---

Density functional theory data (ωB97M-V/def2-TZVPD) for a structure of composition C35H18Cl6F5NO2PSSn.

Results
**Spin multiplicity**: 2
**E_HOMO (alpha / beta)**: 0.96 / -2.80 eV
**Net charge**: -2
**Kohn-Sham gap (alpha / beta)**: 2.90 / 6.66 eV
**Energy**: -156849.217 eV

Geometry as XYZ:
```
70
C35H18Cl6F5NO2PSSn ωB97M-V/def2-TZVPD
Sn -1.453 -0.449 -0.357
Cl -0.701 -1.513 2.730
C 0.843 -1.344 3.535
C 1.058 -2.072 4.673
C 2.281 -1.951 5.382
C 3.251 -1.055 4.894
C 3.032 -0.323 3.752
C 1.815 -0.451 2.990
P 1.445 0.564 1.571
C 2.080 2.233 2.049
C 3.367 2.717 1.810
C 3.746 3.981 2.246
C 2.851 4.784 2.937
C 1.568 4.311 3.189
C 1.192 3.053 2.748
C 2.746 0.094 0.335
C 3.562 -1.022 0.491
C 4.441 -1.402 -0.517
C 4.504 -0.686 -1.704
C 3.677 0.417 -1.882
C 2.805 0.797 -0.873
H 0.283 -2.743 5.024
H 2.454 -2.533 6.279
H 4.189 -0.940 5.430
H 3.799 0.358 3.397
H 4.077 2.103 1.271
H 4.746 4.345 2.039
H 3.150 5.769 3.279
H 0.858 4.937 3.719
H 0.186 2.689 2.933
H 3.506 -1.590 1.411
H 5.077 -2.269 -0.378
H 5.179 -0.996 -2.493
H 3.707 0.973 -2.813
H 2.157 1.658 -1.013
Cl -1.179 -8.208 -2.856
C -1.464 -6.683 -2.081
C -0.779 -5.537 -2.485
Cl 0.362 -5.650 -3.783
C -0.995 -4.318 -1.867
Cl -0.175 -2.904 -2.413
C -1.909 -4.153 -0.772
O -2.099 -3.072 -0.163
C -2.616 -5.354 -0.425
Cl -3.788 -5.212 0.838
C -2.394 -6.569 -1.047
Cl -3.274 -7.975 -0.545
O -3.569 -0.439 -1.207
N -4.386 0.588 -1.116
C -5.479 0.556 -1.907
C -6.424 1.544 -1.875
C -6.247 2.614 -0.996
C -5.127 2.641 -0.204
C -4.157 1.622 -0.252
S -2.756 1.652 0.724
H -5.530 -0.309 -2.551
H -7.283 1.478 -2.527
H -6.976 3.413 -0.941
H -4.947 3.452 0.486
F -1.899 -0.365 -3.751
C -1.326 0.834 -3.474
C -0.882 1.105 -2.199
C -0.324 2.354 -2.035
F 0.155 2.728 -0.825
C -0.203 3.284 -3.053
F 0.357 4.492 -2.852
C -0.669 2.963 -4.314
F -0.569 3.849 -5.320
C -1.238 1.723 -4.532
F -1.691 1.414 -5.764
```

---

Density functional theory data (ωB97M-V/def2-TZVPD) for a structure of composition C35H22Cl3N7O3S2SeV at a distorted geometry.

Results
**Spin multiplicity**: 3
**E_HOMO (alpha / beta)**: -9.46 / -9.50 eV
**Net charge**: +1
**Kohn-Sham gap (alpha / beta)**: 5.87 / 5.95 eV
**Energy**: -203490.423 eV

Geometry as XYZ:
```
74
C35H22Cl3N7O3S2SeV ωB97M-V/def2-TZVPD
V -0.859 0.009 -0.443
Se -3.063 -1.232 7.078
N -3.193 -2.153 5.492
C -2.755 -1.359 4.518
C -2.637 -1.724 3.136
C -3.060 -2.939 2.678
C -2.815 -3.277 1.323
C -2.223 -2.347 0.482
N -1.912 -1.108 0.917
C -2.087 -0.808 2.218
C -1.831 0.577 2.651
N -1.415 1.376 1.651
C -1.082 2.615 2.001
C -1.226 3.164 3.264
C -1.741 2.340 4.254
C -2.124 1.062 3.950
C -2.605 0.107 4.958
N -2.895 0.428 6.195
H -3.461 -3.691 3.342
H -3.065 -4.253 0.892
H -1.960 -2.535 -0.555
H -0.629 3.239 1.225
H -1.035 4.256 3.364
H -1.977 2.667 5.290
Cl -6.756 2.816 -3.268
C -5.337 1.958 -2.881
C -4.076 2.572 -2.505
C -3.032 1.721 -2.121
Cl -1.511 2.339 -1.499
C -3.235 0.328 -2.161
O -2.464 -0.494 -1.484
C -4.342 -0.219 -2.863
Cl -4.244 -1.823 -3.516
C -5.430 0.577 -2.988
H -3.997 3.655 -2.283
H -6.355 0.173 -3.330
O 2.470 2.272 1.857
C 3.116 2.813 0.846
C 4.113 3.735 1.135
C 4.808 4.409 0.148
C 4.381 4.199 -1.152
C 3.415 3.274 -1.468
C 2.800 2.513 -0.504
C 1.670 1.514 -0.682
O 0.894 1.169 0.265
N 1.548 0.883 -1.862
N 0.513 0.085 -1.904
C 0.236 -0.515 -3.085
S -0.196 0.420 -4.481
C 0.529 -0.875 -5.637
C 0.216 -2.194 -4.993
S 0.474 -2.183 -3.153
H 1.677 1.843 1.416
H 4.357 3.921 2.174
H 5.617 5.117 0.335
H 4.829 4.716 -2.016
H 3.066 3.155 -2.496
H 1.613 -0.821 -5.734
H 0.045 -0.772 -6.663
H 0.895 -3.001 -5.332
H -0.837 -2.563 -5.170
N 0.715 -1.392 0.266
C 1.686 -1.993 0.342
C 2.860 -2.694 0.604
C 3.975 -1.957 0.976
C 5.245 -2.583 1.148
C 5.431 -3.932 0.883
C 4.301 -4.653 0.471
C 3.021 -4.100 0.394
H 3.845 -0.886 1.184
H 6.078 -2.010 1.628
H 6.443 -4.415 0.957
H 4.388 -5.756 0.197
H 2.194 -4.758 0.123
```

---

Density functional theory data (ωB97M-V/def2-TZVPD) for a structure of composition C35H23F6N4O8P2RuSe.

Results
**Spin multiplicity**: 5
**E_HOMO (alpha / beta)**: -5.39 / -6.19 eV
**Net charge**: -1
**Kohn-Sham gap (alpha / beta)**: 6.99 / 6.63 eV
**Energy**: -161826.215 eV

Geometry as XYZ:
```
80
C35H23F6N4O8P2RuSe ωB97M-V/def2-TZVPD
Ru -0.932 -0.757 0.029
O 3.340 -4.788 1.051
C 2.470 -4.812 2.041
O 2.518 -5.623 2.936
C 1.400 -3.773 2.034
C 0.444 -3.681 3.018
N -0.334 -2.629 2.721
N 0.065 -2.023 1.604
C 1.091 -2.718 1.149
C 1.641 -2.301 -0.182
O 2.676 -2.818 -0.597
O 0.955 -1.407 -0.798
H 3.150 -4.045 0.407
H 0.286 -4.297 3.889
H -1.170 -2.308 3.180
C 4.224 1.257 3.682
C 3.211 0.327 3.889
C 2.096 0.324 3.067
C 1.967 1.255 2.033
C 2.990 2.177 1.828
C 4.112 2.178 2.652
P 0.442 1.176 1.006
C 0.731 2.521 -0.191
C 0.204 3.767 -0.040
C 0.526 4.825 -0.917
C 1.461 4.625 -1.959
C 2.011 3.407 -2.169
C 1.610 2.205 -1.374
C -0.811 1.740 2.204
C -0.582 2.780 3.066
C -1.547 3.145 4.025
C -2.711 2.436 4.124
C -2.975 1.340 3.269
C -4.174 0.590 3.376
C -4.417 -0.442 2.520
C -3.481 -0.782 1.512
C -2.299 -0.098 1.390
C -2.020 0.988 2.279
H 5.100 1.258 4.319
H 3.297 -0.401 4.687
H 1.307 -0.404 3.228
H 2.909 2.911 1.035
H 4.898 2.904 2.485
H -0.485 3.956 0.773
H 0.070 5.796 -0.771
H 1.727 5.453 -2.605
H 2.710 3.234 -2.978
H 2.498 1.645 -1.068
H 0.356 3.324 3.021
H -1.358 3.983 4.685
H -3.455 2.703 4.866
H -4.890 0.858 4.147
H -5.334 -1.015 2.599
H -3.726 -1.584 0.826
F -1.983 -3.506 0.542
P -2.170 -4.099 -0.978
F -2.264 -2.533 -1.509
F -3.763 -4.089 -0.763
F -0.563 -4.022 -1.175
F -2.060 -5.592 -0.423
F -2.341 -4.611 -2.484
O 2.741 0.541 -3.213
C 1.542 0.588 -3.153
O 0.849 1.325 -2.266
C 0.602 -0.145 -4.071
C -0.059 -1.315 -3.720
C -0.937 -1.914 -4.616
C -1.147 -1.363 -5.867
C -0.468 -0.204 -6.199
C 0.400 0.419 -5.323
N -0.677 0.390 -7.534
O -1.382 -0.213 -8.320
O -0.133 1.449 -7.780
H 0.101 -1.756 -2.746
H -1.464 -2.812 -4.316
H -1.824 -1.808 -6.581
H 0.900 1.331 -5.619
Se -2.204 0.447 -1.664
C -2.604 2.051 -0.860
N -2.885 3.056 -0.363
```

---

Density functional theory data (ωB97M-V/def2-TZVPD) for a structure of composition C35H23F6N6O11Zr at a distorted geometry.

Results
**E_HOMO**: -5.31 eV
**Net charge**: -1
**Kohn-Sham gap**: 6.46 eV
**Energy**: -85716.711 eV

Geometry as XYZ:
```
82
C35H23F6N6O11Zr ωB97M-V/def2-TZVPD
Zr -0.144 -0.261 0.575
C -2.643 1.674 -0.740
N -2.524 0.735 0.384
C -3.615 -0.235 0.277
C -2.637 1.460 1.660
C -2.060 0.662 2.822
N -0.640 0.474 2.568
C 0.266 0.579 3.544
C 1.627 0.682 3.174
F 1.884 0.683 1.831
C 2.668 0.820 4.051
F 3.919 0.919 3.580
C 2.445 0.874 5.415
C 1.129 0.778 5.825
F 0.862 0.810 7.142
C 0.076 0.635 4.948
F -1.160 0.497 5.484
H -3.643 2.127 -0.765
H -2.477 1.142 -1.673
H -1.907 2.467 -0.651
H -4.585 0.255 0.431
H -3.496 -1.028 1.015
H -3.621 -0.680 -0.715
H -3.686 1.721 1.866
H -2.057 2.379 1.594
H -2.569 -0.302 2.935
H -2.243 1.246 3.722
H 3.254 0.979 6.121
O -0.399 -3.988 1.533
C -0.990 -3.071 1.005
O -1.088 -1.853 1.456
C -1.753 -3.311 -0.279
C -2.466 -4.462 -0.428
C -3.205 -4.691 -1.595
C -3.198 -3.764 -2.608
C -2.493 -2.579 -2.472
C -1.752 -2.274 -1.272
O -1.089 -1.192 -1.095
N -2.572 -1.671 -3.597
O -2.113 -0.545 -3.503
O -3.071 -2.091 -4.633
N -4.006 -5.887 -1.720
O -4.049 -6.650 -0.768
O -4.560 -6.104 -2.787
H -2.456 -5.208 0.354
H -3.752 -3.947 -3.516
F 3.415 -3.544 3.308
C 3.135 -2.981 2.115
C 1.967 -2.271 1.951
C 1.654 -1.674 0.727
C 2.571 -1.843 -0.332
C 3.743 -2.562 -0.116
F 4.674 -2.699 -1.094
C 4.051 -3.140 1.095
C 2.225 -1.211 -1.618
C 2.800 -1.533 -2.850
C 2.387 -0.867 -3.990
C 1.391 0.092 -3.891
C 0.843 0.322 -2.645
N 1.252 -0.291 -1.540
H 1.282 -2.212 2.789
H 4.974 -3.684 1.235
H 3.554 -2.299 -2.921
H 2.830 -1.107 -4.948
H 1.031 0.645 -4.747
H 0.013 1.007 -2.530
O 0.292 3.037 1.713
C 0.516 2.793 0.541
O 0.271 1.678 -0.077
C 1.088 3.904 -0.316
C 1.474 5.097 0.282
C 1.953 6.147 -0.488
C 2.046 6.017 -1.863
C 1.664 4.818 -2.449
C 1.192 3.760 -1.690
N 1.757 4.670 -3.900
O 1.419 3.609 -4.389
O 2.170 5.618 -4.546
H 1.384 5.177 1.357
H 2.252 7.073 -0.015
H 2.406 6.821 -2.488
H 0.913 2.833 -2.165
```